No. 1
# C39H57GeKN4O2P2

A molecular structure, C39H57GeKN4O2P2 (ωB97M-V/def2-TZVPD, OMol25).

XYZ file:
```
106
Properties=species:S:1:pos:R:3:forces:R:3
K -0.403002 -1.130746 -0.781231 -0.532 -0.187 -0.008
C -0.218513 -1.404205 -4.767133 0.018 0.071 0.083
C -0.968268 -0.109094 -4.415457 -0.026 -0.062 -0.053
N -1.601570 -0.052177 -3.100389 0.041 -0.038 0.126
C -2.994820 -0.518641 -3.046972 0.143 -0.082 -0.095
C -3.174390 -2.021304 -3.198132 0.044 0.016 0.129
N -2.468335 -2.786031 -2.187642 0.118 -0.067 -0.111
C -2.697378 -4.204880 -2.412017 0.029 0.081 0.098
C -1.962011 -5.190925 -1.472942 -0.002 0.038 -0.059
C -1.155865 -4.665937 -0.286710 0.033 0.029 -0.079
N 0.049472 -3.922238 -0.634236 -0.041 0.374 -0.099
C 0.992246 -4.440136 -1.607846 -0.083 -0.026 0.012
C 0.886722 -3.750819 -2.967859 0.058 0.036 0.044
N 1.156481 -2.327177 -2.872008 -0.241 0.168 0.102
C 1.168664 -1.611051 -4.140763 0.001 -0.078 0.044
H -0.087255 -1.389466 -5.853416 -0.011 -0.017 -0.004
H -0.844008 -2.268404 -4.543898 0.012 0.019 0.001
H -1.720135 0.058740 -5.202380 -0.016 0.023 -0.008
H -0.257703 0.721945 -4.488100 0.005 -0.004 0.011
H -1.592679 0.901948 -2.757206 -0.045 -0.012 -0.097
H -3.598320 -0.048004 -3.839110 -0.001 0.100 0.035
H -3.399726 -0.221723 -2.080012 0.001 -0.016 0.009
H -2.836801 -2.343712 -4.190108 -0.020 0.002 -0.004
H -4.262026 -2.212864 -3.182709 -0.022 0.006 0.010
H -2.794002 -2.475159 -1.247953 0.123 -0.100 -0.165
H -2.390668 -4.416520 -3.443649 -0.005 -0.018 0.001
H -3.774384 -4.436170 -2.382053 -0.036 -0.015 0.022
H -1.317563 -5.837835 -2.075361 0.002 0.011 0.023
H -2.705529 -5.859327 -1.033019 0.001 -0.016 -0.032
H -0.918783 -5.550087 0.324975 0.012 -0.012 0.057
H -1.786608 -4.004689 0.315945 0.027 0.022 -0.009
H 0.501978 -3.532546 0.176882 0.045 -0.297 0.127
H 0.856683 -5.516593 -1.764137 0.035 -0.027 0.038
H 2.011418 -4.315709 -1.226279 0.002 0.039 0.002
H -0.128535 -3.889590 -3.346823 0.013 0.027 0.012
H 1.572623 -4.257745 -3.668493 0.015 -0.008 -0.036
H 1.990241 -2.126821 -2.331107 0.039 -0.070 -0.102
H 1.792279 -2.140361 -4.879544 0.029 -0.006 -0.011
H 1.646096 -0.640224 -3.972385 -0.024 -0.002 0.013
O 2.273925 -0.416041 -0.632472 0.051 0.145 0.214
P 2.755524 0.822933 0.044112 0.187 -0.184 0.059
C 2.509427 0.829708 1.859933 -0.092 -0.064 -0.178
P 0.757135 0.978238 2.355095 -0.036 -0.025 -0.009
O -0.158915 0.371164 1.353634 0.292 0.070 0.043
C 0.457773 2.731029 2.607292 -0.015 0.092 -0.041
C -0.719745 3.238588 2.067615 0.043 -0.001 -0.004
C -1.012381 4.590442 2.196060 0.042 -0.022 0.021
C -0.132516 5.429534 2.864353 -0.028 -0.015 -0.010
C 1.040506 4.922667 3.413375 0.058 -0.058 0.016
C 1.337552 3.574167 3.286638 -0.076 0.040 -0.046
C 0.667341 0.183616 3.968544 -0.040 -0.040 0.063
C 0.461852 0.880732 5.155808 0.023 -0.119 -0.028
C 0.349848 0.186606 6.354025 -0.004 0.015 -0.016
C 0.433658 -1.197688 6.367756 -0.006 0.041 -0.012
C 0.624917 -1.898068 5.183161 0.015 -0.001 -0.070
C 0.738890 -1.210874 3.985545 -0.013 0.053 0.088
C 1.972968 2.317552 -0.559159 -0.099 0.062 -0.031
C 2.264224 3.571118 -0.025779 -0.070 0.103 -0.016
C 1.564749 4.687634 -0.458295 0.052 -0.036 0.054
C 0.573265 4.553705 -1.422338 0.027 -0.007 0.021
C 0.287971 3.308942 -1.962694 -0.016 -0.025 -0.003
C 0.986915 2.189961 -1.532331 -0.013 -0.053 0.002
C 4.548651 1.039622 -0.082702 0.000 -0.062 -0.054
C 5.347722 0.031571 0.462558 0.056 0.076 -0.046
C 6.729074 0.114628 0.382814 -0.090 -0.012 0.007
C 7.321538 1.203119 -0.245999 0.020 -0.030 0.018
C 6.534465 2.198069 -0.801755 -0.035 0.043 -0.025
C 5.149589 2.117612 -0.724390 -0.027 -0.020 0.010
H 3.113923 1.620268 2.307801 -0.015 0.032 0.005
H 2.897942 -0.121614 2.230296 -0.016 -0.046 -0.007
H -1.387434 2.567178 1.541528 0.006 0.051 0.034
H -1.927380 4.984443 1.772862 -0.001 -0.008 -0.005
H -0.360134 6.483729 2.964141 0.002 -0.015 0.001
H 1.721407 5.578778 3.941152 -0.011 -0.008 -0.007
H 2.250121 3.180322 3.721606 0.002 0.034 0.005
H 0.369168 1.958474 5.146246 -0.007 0.000 0.013
H 0.181831 0.730092 7.274959 0.002 -0.012 -0.010
H 0.334846 -1.734734 7.302330 0.005 0.000 -0.007
H 0.670253 -2.979528 5.192415 -0.003 0.015 -0.002
H 0.852552 -1.752143 3.052770 -0.002 -0.024 0.021
H 3.029950 3.676661 0.734385 -0.017 0.026 0.009
H 1.784065 5.658570 -0.033222 -0.004 -0.007 -0.003
H 0.017960 5.423631 -1.748681 0.007 -0.002 -0.005
H -0.486985 3.213257 -2.712885 0.002 -0.023 0.005
H 0.771569 1.206171 -1.936301 0.002 0.071 -0.036
H 4.883200 -0.827104 0.933476 0.033 -0.012 0.007
H 7.343048 -0.670083 0.805073 -0.003 0.003 -0.001
H 8.400071 1.270628 -0.308696 -0.007 -0.010 0.005
H 6.997786 3.038917 -1.301614 -0.014 -0.004 -0.001
H 4.535792 2.891271 -1.168334 0.048 -0.005 -0.014
C -3.130867 1.618749 -0.055435 0.028 0.104 -0.035
Ge -3.914648 0.193505 1.096300 0.038 -0.048 0.006
C -5.805495 0.770401 1.244359 -0.067 0.040 -0.049
C -3.188318 0.456408 2.908452 0.105 -0.013 0.083
C -3.546135 -1.554945 0.441346 0.039 -0.075 -0.086
H -3.253382 2.607533 0.400110 -0.012 -0.018 -0.049
H -3.644846 1.641086 -1.020308 0.014 0.036 0.013
H -2.063123 1.442662 -0.227711 -0.059 0.008 0.000
H -5.890494 1.787871 1.638878 -0.011 -0.032 -0.031
H -6.350649 0.094933 1.907097 0.008 0.013 -0.010
H -6.285683 0.736103 0.262543 -0.016 0.021 0.042
H -3.317343 1.479936 3.272341 0.004 -0.008 -0.033
H -2.126946 0.202149 2.918524 -0.050 0.005 0.042
H -3.708900 -0.215525 3.595556 0.022 0.026 0.004
H -4.347206 -1.830492 -0.268055 -0.025 0.017 0.080
H -3.651470 -2.241571 1.295568 0.025 -0.001 -0.040
```
Positions in Å, forces in eV/Å.

Computed properties:
* maximum force: 0.564 eV/Å
* energy above the lowest of the compared OMol25 structures with the same formula, charge and spin: 0.0776 eV
* E_HOMO: -5.213 eV
* Kohn-Sham gap: 5.33 eV
* total energy: -142843.869 eV
* multiplicity: 1
* LUMO energy: 0.12 eV

No. 2
# C16H27Cl6F6N2O7Y

A molecular structure, C16H27Cl6F6N2O7Y at a distorted geometry (ωB97M-V/def2-TZVPD, OMol25).

XYZ file:
```
65
Properties=species:S:1:pos:R:3:forces:R:3
Y 1.987019 -0.647978 -1.876304 -5.347 -0.497 4.092
O 0.225221 -0.749740 -0.492177 2.770 0.261 -1.873
H -0.469512 -0.570070 0.170841 0.554 0.080 -0.749
C 3.348676 -2.400998 0.917091 1.029 -1.072 2.034
O 3.016036 -1.668538 -0.020236 -1.383 2.370 -3.790
N 4.012111 -3.499275 0.796536 0.540 0.058 0.849
C 4.517074 -4.157870 2.023325 0.484 -0.742 -1.038
C 4.417278 -4.150679 -0.449433 -1.112 -0.125 0.663
H 3.203899 -2.178800 1.985680 -0.553 0.654 -0.441
H 5.589765 -4.144955 1.830250 0.125 -0.453 0.614
H 4.118145 -5.171707 1.990392 0.284 -0.082 0.286
H 4.316799 -3.711786 2.997485 -0.368 0.429 -0.495
H 5.496760 -4.287621 -0.513283 -0.128 0.192 -0.021
H 3.909666 -5.108944 -0.339156 0.332 -0.316 -0.700
H 3.983211 -3.601549 -1.284975 0.334 -0.164 -0.015
C -1.208823 0.497289 -3.555863 -0.332 1.090 -0.645
O -0.032859 0.223803 -3.218056 2.312 -0.732 0.637
N -1.507850 1.542991 -4.323065 0.222 -0.416 0.650
C -0.531796 2.507437 -4.793898 0.466 0.007 -0.130
C -2.877608 1.812482 -4.721972 -0.802 -0.530 0.110
H -2.061727 -0.105441 -3.207324 0.279 0.024 -0.191
H 0.492613 2.185618 -4.606464 -0.211 -0.262 -0.239
H -0.627190 3.466987 -4.285702 -0.384 0.016 0.017
H -0.722464 2.640786 -5.858774 0.302 0.144 0.027
H -3.216299 2.820215 -4.481466 0.211 -0.049 0.405
H -3.052073 1.706197 -5.792655 0.425 -0.207 -0.083
H -3.481265 1.061323 -4.212592 -0.368 0.301 -0.070
C 0.844120 1.411911 2.883197 -0.114 -1.187 -0.731
C 2.062860 0.727027 2.258163 0.719 2.134 0.483
O 2.749383 -0.057488 3.274717 0.100 -0.124 -0.587
C 3.962024 0.336985 3.703042 0.878 0.510 -0.572
O 4.637453 1.264038 3.316156 -1.335 -1.286 0.484
C 4.561710 -0.713075 4.719453 -1.863 0.854 0.887
F 5.214029 -1.632942 4.057730 0.341 -1.249 -0.929
F 5.446652 -0.092230 5.474760 -0.729 -0.269 0.572
F 3.540588 -1.363202 5.444607 2.018 1.328 -0.919
H 0.120356 0.613290 3.045933 -0.283 0.212 0.508
H 0.389874 2.075724 2.147597 0.113 0.204 0.053
H 1.055175 1.945399 3.809990 0.112 -0.110 -0.181
H 2.740331 1.499870 1.895056 0.367 0.139 0.378
H 1.849157 0.200305 1.328117 -0.301 -0.989 0.602
C -1.915625 2.296600 -0.780393 -0.571 0.801 0.281
C -2.901870 3.450543 -1.143237 1.167 -0.515 0.234
O -4.152271 3.418867 -0.382978 0.938 -0.669 0.355
C -5.308413 3.609957 -0.998797 1.396 1.596 -4.311
O -5.363303 3.824115 -2.209772 -0.477 -0.848 2.113
C -6.517939 3.829983 -0.118413 0.306 0.468 1.138
F -6.802331 5.162320 -0.119943 0.052 -1.324 -0.010
F -7.550257 3.125656 -0.536087 -0.133 0.243 -0.055
F -6.200742 3.455844 1.131486 -0.500 0.214 -0.049
H -1.645323 2.296493 0.275553 -0.538 -0.283 0.185
H -0.955825 2.529167 -1.241689 -0.039 0.065 -0.514
H -2.259380 1.325253 -1.135961 -0.042 -0.042 0.279
H -2.960628 3.437488 -2.231579 -1.049 0.060 0.164
H -2.374117 4.373121 -0.901515 -0.452 0.192 0.244
C -2.642854 -2.936299 -0.820392 -0.810 -0.637 0.332
Cl -3.780360 -1.688313 -1.514934 0.966 -0.770 0.352
Cl -2.271195 -4.253080 -1.977049 -0.111 0.762 0.185
Cl -3.378963 -3.675216 0.643303 -0.029 0.378 -1.017
H -1.693169 -2.485869 -0.531738 -0.361 0.145 -0.163
C -0.189060 -2.200204 2.460087 -0.704 -0.456 0.311
Cl -0.217888 -3.678720 1.521676 0.697 -0.685 -0.513
Cl 0.715989 -2.452902 3.949385 0.140 0.307 -0.296
Cl -1.882936 -1.843215 2.832731 0.323 0.793 0.177
H 0.229939 -1.446379 1.793536 0.130 0.062 0.629
```
Positions in Å, forces in eV/Å.

Computed properties:
* maximum force: 6.751 eV/Å
* E_HOMO: -14.885 eV
* Kohn-Sham gap: 5.73 eV
* total charge: +2
* total energy: -126809.961 eV
* multiplicity: 1
* LUMO energy: -9.16 eV

No. 3
# C35H32FGaN3O2STe

A molecular structure, C35H32FGaN3O2STe at a distorted geometry (ωB97M-V/def2-TZVPD, OMol25).

XYZ file:
```
76
Properties=species:S:1:pos:R:3:forces:R:3
Ga -0.455773 1.257156 -1.221314 -0.266 -0.114 -0.298
O -0.830144 -0.720538 -1.798442 -0.045 -0.121 0.001
C -1.919312 -1.300305 -1.389960 0.010 0.144 0.029
C -1.933541 -2.709611 -1.083100 0.002 -0.036 -0.031
C -2.966873 -3.285606 -0.434597 -0.127 0.042 0.004
C -4.015687 -2.417380 0.196594 0.288 0.165 0.135
C -4.232379 -1.197085 -0.647776 -0.211 -0.073 -0.047
C -3.191101 -0.619558 -1.317400 0.230 -0.061 0.096
C -3.334611 0.595888 -2.115623 -0.200 -0.266 0.029
N -2.311531 1.319205 -2.328500 0.296 0.462 0.627
N -2.317472 2.302823 -3.293453 -0.215 0.123 0.017
C -1.073451 2.580091 -3.581609 0.105 -0.088 0.007
O -0.039678 2.014823 -3.045770 0.046 0.385 0.109
C -0.831265 3.601379 -4.641811 0.148 -0.070 -0.067
C -1.804020 4.528557 -4.999345 -0.096 0.030 -0.005
C -1.542730 5.470218 -5.983816 -0.009 0.011 0.017
C -0.312231 5.489127 -6.627063 0.058 -0.063 -0.006
C 0.656749 4.553222 -6.286245 -0.050 0.005 0.046
C 0.399856 3.618549 -5.292726 -0.029 0.032 0.030
H -1.081294 -3.289595 -1.423862 -0.033 0.014 0.004
H -3.001553 -4.357495 -0.263932 0.078 0.037 -0.001
H -4.956558 -2.959777 0.314654 -0.035 -0.009 -0.010
H -5.214581 -0.734553 -0.648322 0.060 0.022 -0.056
H -4.282699 0.810631 -2.613634 0.066 0.004 -0.085
H -2.762280 4.502142 -4.496506 0.037 -0.019 -0.002
H -2.301203 6.196378 -6.251071 0.001 -0.012 0.020
H -0.109109 6.230298 -7.391125 -0.008 -0.023 0.002
H 1.615222 4.552563 -6.790949 -0.008 0.015 0.007
H 1.141479 2.886535 -5.002302 0.020 0.025 0.001
F 2.531992 2.696370 4.691966 0.026 -0.010 0.024
C 1.771352 2.839397 3.573236 -0.055 0.022 -0.026
C 0.404376 2.932719 3.695724 -0.072 0.009 0.022
C -0.361502 3.077977 2.545315 0.008 0.137 0.033
C 0.210237 3.112052 1.266970 0.123 0.100 0.121
C -0.590636 3.173236 0.049109 -0.148 -0.759 -0.784
C 1.613236 3.040623 1.204206 -0.069 -0.112 -0.004
C 2.391645 2.905827 2.341634 0.040 -0.005 -0.078
H -0.053017 2.887250 4.676299 0.009 0.018 -0.022
H -1.436738 3.196374 2.650456 0.021 -0.005 -0.014
H -0.153382 3.759173 -0.757806 -0.036 0.194 0.097
H -1.649467 3.387142 0.185467 0.018 0.083 0.028
H 2.087069 3.070558 0.229818 0.039 -0.013 0.024
H 3.472130 2.846999 2.284471 -0.036 -0.020 -0.016
C 5.243657 -5.534489 3.085580 -0.069 0.078 -0.062
C 4.391585 -4.479841 2.425105 0.007 -0.023 -0.028
C 4.277682 -3.203603 2.956629 0.021 -0.010 0.024
C 3.489781 -2.222933 2.358356 0.044 0.082 -0.020
C 3.474114 -0.844799 2.972886 -0.077 -0.095 0.001
C 2.759120 -2.539934 1.202803 -0.167 -0.039 -0.012
Te 1.438375 -1.095734 0.265571 0.379 -0.076 0.042
C 2.899149 -3.811755 0.624826 0.006 -0.044 0.016
C 2.237165 -4.226820 -0.671818 0.058 0.070 0.124
C 3.711685 -4.756926 1.247842 -0.006 0.020 0.012
H 5.683675 -5.160159 4.009954 0.007 -0.019 -0.007
H 6.052801 -5.850153 2.423655 0.016 -0.012 0.029
H 4.649692 -6.419358 3.322764 0.021 -0.006 0.019
H 4.821196 -2.958200 3.865429 -0.007 0.011 -0.042
H 4.373759 -0.675972 3.566151 -0.005 -0.020 -0.005
H 2.610290 -0.711408 3.628048 0.049 0.012 -0.002
H 3.408380 -0.076078 2.200908 0.011 0.010 0.020
H 1.555287 -3.469914 -1.051102 -0.055 -0.029 -0.006
H 1.674720 -5.152066 -0.534561 -0.003 -0.004 -0.012
H 2.995313 -4.408060 -1.436888 -0.005 -0.013 -0.003
H 3.809460 -5.742251 0.796966 -0.014 0.033 0.012
S 0.290396 -0.512112 2.287618 -0.114 0.030 -0.072
C -1.429831 -0.736377 1.894790 0.025 -0.044 0.069
N -2.136014 0.456653 1.742613 -0.052 -0.066 0.051
C -3.485522 0.448009 2.049717 0.040 -0.031 -0.002
C -4.184839 -0.688262 2.100769 0.000 -0.173 0.066
C -3.565743 -2.004107 1.696663 0.019 0.072 -0.212
C -2.069733 -1.907913 1.903144 -0.156 0.012 0.023
H -1.607041 1.308117 1.835639 0.002 -0.038 0.039
H -3.923361 1.415022 2.263746 -0.001 0.003 -0.051
H -5.233809 -0.661851 2.370465 0.028 0.073 0.010
H -3.936931 -2.808079 2.340752 -0.024 -0.004 -0.010
H -1.503950 -2.812427 2.077121 0.039 0.039 0.009
```
Positions in Å, forces in eV/Å.

Computed properties:
* maximum force: 1.101 eV/Å
* energy above the lowest of the compared OMol25 structures with the same formula, charge and spin: 0.9753 eV
* E_HOMO (alpha / beta): -2.676 / -2.880 eV
* Kohn-Sham gap (alpha / beta): 5.09 / 5.29 eV
* total charge: -1
* total energy: -118601.286 eV
* multiplicity: 1
* LUMO energy (alpha / beta): 2.41 / 2.41 eV

Look up the multiplicity of the second one.
1

Look up the total energy of the first one.
-142843.869 eV